The following is a DFT calculation (ωB97M-V/def2-TZVPD) of one molecule with the formula C6H7BrO3.

Positions of all 17 atoms, in Å:
C (0.6560, 0.4600, 1.0501)
C (0.0955, 0.7479, -0.5329)
C (-0.0624, -0.7074, 1.4853)
C (-0.7866, -0.3745, -0.7826)
C (1.4526, 1.5122, 1.6980)
C (-0.3418, -1.4336, -1.8637)
O (-0.0425, -1.2354, 2.5646)
O (-0.8663, -1.2144, 0.4245)
O (-2.0019, 0.1829, -1.0316)
Br (0.4541, 2.3022, -1.4583)
H (2.5041, 1.3691, 1.3592)
H (1.3466, 1.4122, 2.7796)
H (1.0406, 2.5402, 1.4368)
H (0.7384, -1.7354, -1.7785)
H (-0.5533, -0.8846, -2.8748)
H (-0.9517, -2.3303, -1.6889)
H (-2.6815, -0.6111, -0.7867)

Properties
- Relative energy (zero: lowest compared OMol25 entry of this formula, charge and spin): 48.1 kcal per mole
- HOMO level (alpha / beta): -8.95 / -8.83 eV
- Lowest unoccupied orbital energy (alpha / beta): -0.029 / -0.035 Eh
- Structure (SMILES): CC1=C(Br)[C@](C)(O)OC1=O